1.
{"formula": "CH6OS", "method": "ωB97M-V/def2-TZVPD", "homo_energy_ev": -9.896, "orbital_gap_ev": 10.555, "relative_energy_kj_mol": 72.0, "lumo_ev": 0.6595, "smiles": "CO.S", "elements": ["C", "O", "H", "H", "H", "H", "S", "H", "H"], "xyz": [[1.7125, -0.5738, 0.0937], [0.6733, -0.0274, 0.9185], [2.4882, -1.0145, 0.7259], [1.2957, -1.3608, -0.5297], [2.2062, 0.2608, -0.4061], [-0.1390, -0.4234, 0.6871], [-3.1589, 1.0499, -0.8428], [-3.1667, 1.5282, 0.3828], [-1.9115, 0.5610, -1.0296]], "forces_ev_per_angstrom": [[-0.084, 0.274, 0.952], [1.437, 0.586, 0.338], [-0.172, -0.147, 0.104], [0.309, 0.196, -0.490], [-0.243, -0.264, -0.579], [-1.272, -0.664, -0.318], [-0.548, -0.411, -1.399], [0.756, 0.016, 0.650], [-0.183, 0.414, 0.743]]}



2.
{"formula": "C6H12N2", "method": "ωB97M-V/def2-TZVPD", "homo_energy_ev": -8.485, "orbital_gap_ev": 9.044, "relative_energy_kj_mol": 198.6, "lumo_ev": 0.5593, "smiles": "[H]/N=C/C(=C)C=C.CN", "elements": ["H", "N", "C", "C", "C", "C", "C", "H", "H", "H", "H", "H", "H", "C", "N", "H", "H", "H", "H", "H"], "xyz": [[2.0219, -2.7986, 0.9333], [1.5649, -2.1803, 0.2668], [0.3389, -1.9732, 0.4701], [-0.4498, -1.1057, -0.4077], [-1.7602, -0.9721, -0.1656], [0.2756, -0.4440, -1.4873], [-0.2575, 0.2969, -2.4500], [-0.2324, -2.4162, 1.3016], [-2.3947, -0.3516, -0.7751], [-2.2378, -1.4849, 0.6534], [1.3401, -0.6180, -1.4574], [0.3553, 0.7463, -3.2128], [-1.3157, 0.4852, -2.5261], [0.0029, 1.6948, 1.6626], [0.8593, 1.7914, 0.4949], [0.1443, 0.7152, 2.1164], [-1.0336, 1.7731, 1.3393], [0.1855, 2.4603, 2.4276], [1.8301, 1.6772, 0.7563], [0.7629, 2.7044, 0.0596]], "forces_ev_per_angstrom": [[-0.356, 0.003, 0.111], [0.663, 0.016, -0.201], [-0.276, -0.369, 0.625], [-0.742, 0.192, 0.027], [0.409, -0.064, -0.047], [0.071, 0.196, -0.560], [0.045, -0.213, 0.014], [0.161, 0.000, -0.086], [-0.077, 0.132, -0.113], [-0.004, -0.135, 0.161], [0.102, 0.084, -0.080], [0.158, 0.065, -0.088], [-0.230, 0.012, 0.025], [0.003, 0.104, 0.111], [0.194, 0.256, -0.063], [-0.095, -0.039, 0.076], [-0.096, -0.056, 0.081], [-0.052, -0.048, 0.037], [0.034, 0.050, -0.048], [0.087, -0.186, 0.017]]}



3.
{"formula": "C29H36NO22P", "method": "ωB97M-V/def2-TZVPD", "homo_energy_ev": -7.990, "orbital_gap_ev": 7.490, "lumo_ev": -0.5005, "smiles": "CP(O)c1cc(CCO)c2c(c1)C(=O)NC2=O.O=C1OCCO1.O=C1OCCO1.O=C1OCCO1.O=C1OCCO1.O=C1OCCO1.O=C1OCCO1", "elements": ["C", "P", "O", "C", "C", "C", "C", "C", "O", "C", "C", "C", "C", "O", "N", "C", "O", "H", "H", "H", "H", "H", "H", "H", "H", "H", "H", "H", "H", "O", "C", "O", "C", "C", "O", "H", "H", "H", "H", "O", "C", "O", "C", "C", "O", "H", "H", "H", "H", "O", "C", "O", "C", "C", "O", "H", "H", "H", "H", "O", "C", "O", "C", "C", "O", "H", "H", "H", "H", "O", "C", "O", "C", "C", "O", "H", "H", "H", "H", "O", "C", "O", "C", "C", "O", "H", "H", "H", "H"], "xyz": [[3.9909, -0.7094, -1.4283], [3.1542, -0.6081, -3.1335], [4.0830, 0.3627, -4.1685], [1.4921, 0.2143, -2.7654], [1.3944, 1.6962, -2.6416], [0.1341, 2.3475, -2.3178], [-0.1209, 3.8755, -2.1569], [1.1608, 4.7896, -2.1811], [1.3420, 5.3863, -0.8685], [-1.0328, 1.4499, -2.1634], [-0.9517, -0.0080, -2.3152], [0.3188, -0.6572, -2.6057], [-2.3830, -0.5783, -2.0878], [-2.6265, -1.7466, -1.9741], [-3.2608, 0.5629, -2.0194], [-2.5123, 1.7992, -1.8511], [-2.9800, 2.8515, -1.5140], [3.4031, -0.1298, -0.6585], [4.0264, -1.7891, -1.1226], [5.0271, -0.2823, -1.5168], [3.6451, 1.2149, -4.3455], [2.3121, 2.3002, -2.8030], [-0.8439, 4.1908, -2.9508], [-0.6446, 4.0513, -1.1746], [2.1189, 4.2584, -2.4089], [1.0793, 5.6239, -2.9323], [1.7578, 4.7043, -0.3144], [0.3497, -1.7625, -2.7029], [-3.8111, 0.5442, -2.9006], [6.0500, -1.4470, 0.2244], [5.9033, -2.3989, 0.9306], [5.8415, -2.3459, 2.2843], [5.4340, -3.6370, 2.7406], [5.8512, -4.5353, 1.6125], [5.7772, -3.6724, 0.4784], [5.9238, -3.8892, 3.6799], [4.3543, -3.6320, 2.8951], [6.8797, -4.8925, 1.7182], [5.1902, -5.3913, 1.4948], [-3.5952, -0.6705, 4.4721], [-3.5258, 0.0591, 3.5350], [-4.5267, 0.8902, 3.1317], [-3.9854, 1.7523, 2.1336], [-2.8237, 0.9610, 1.6045], [-2.4380, 0.1709, 2.7265], [-4.7256, 1.9719, 1.3650], [-3.6754, 2.6883, 2.6051], [-3.1094, 0.2970, 0.7844], [-2.0020, 1.5968, 1.2761], [3.7512, -5.9554, 3.4529], [4.1040, -7.0942, 3.4459], [4.2599, -7.8409, 2.3213], [4.9040, -9.0541, 2.7034], [4.5540, -9.1715, 4.1605], [4.4008, -7.8115, 4.5594], [4.5344, -9.8926, 2.1148], [5.9793, -8.9508, 2.5373], [3.6095, -9.6962, 4.3240], [5.3352, -9.6613, 4.7402], [-4.8005, 1.2673, -4.2626], [-5.9139, 1.5032, -3.8890], [-6.2898, 2.6590, -3.2959], [-7.7134, 2.6462, -3.2085], [-8.0365, 1.1817, -3.2478], [-6.9551, 0.6423, -4.0053], [-8.0506, 3.1244, -2.2903], [-8.1244, 3.1892, -4.0630], [-8.0354, 0.7249, -2.2548], [-8.9913, 0.9763, -3.7297], [-9.0888, 4.8911, -0.3499], [-9.2299, 3.9398, 0.3499], [-9.2608, 3.9794, 1.7069], [-9.6707, 2.6920, 2.1616], [-9.2894, 1.7961, 1.0162], [-9.3805, 2.6666, -0.1104], [-9.1617, 2.4268, 3.0873], [-10.7486, 2.7075, 2.3411], [-8.2636, 1.4271, 1.0961], [-9.9630, 0.9470, 0.9070], [6.9227, 4.6005, 1.6225], [7.3618, 3.5295, 1.3464], [8.6387, 3.1323, 1.6028], [8.7088, 1.7333, 1.3381], [7.5777, 1.5192, 0.3733], [6.6539, 2.5441, 0.7324], [9.6764, 1.4656, 0.9149], [8.5687, 1.1885, 2.2754], [7.8819, 1.6666, -0.6667], [7.1247, 0.5332, 0.4730]], "forces_ev_per_angstrom": [[-0.446, 1.113, -0.159], [-0.331, -1.696, -0.225], [-1.200, 0.574, 1.177], [-1.106, 1.433, 0.391], [-1.964, -1.495, 0.315], [-0.674, -1.803, -0.089], [0.471, -0.274, -0.178], [0.117, 0.117, 0.421], [0.130, -0.455, -0.595], [1.347, -1.233, -0.274], [1.397, 2.151, 0.222], [-0.323, 2.268, 0.283], [2.419, 0.906, -0.203], [-0.706, 0.656, -0.173], [0.082, -0.700, -0.236], [1.479, -1.000, -0.827], [-0.015, -0.526, -0.194], [0.753, -0.534, -0.696], [0.022, 1.129, -0.551], [-1.066, -0.565, 0.156], [0.398, -0.261, 0.083], [-0.781, -0.529, 0.210], [0.551, -0.299, 0.606], [0.541, -0.149, -1.030], [-0.954, 0.181, -0.124], [-0.106, -0.779, 0.924], [-0.201, 0.428, -0.198], [0.236, 0.971, 0.001], [-0.308, 0.452, 0.841], [0.326, -0.374, 0.447], [0.111, 0.186, -0.028], [0.144, -0.006, -0.601], [-0.323, -0.178, 0.632], [0.039, -0.675, 0.018], [0.039, 0.537, 0.134], [0.012, 0.213, -0.044], [0.077, -0.028, -0.045], [0.004, 0.095, -0.029], [-0.029, 0.170, -0.189], [-0.020, 0.193, -0.222], [0.055, -0.349, 0.365], [0.315, -0.258, 0.035], [-0.273, 0.554, -0.248], [0.369, 0.055, -0.621], [-0.436, 0.092, 0.268], [-0.056, -0.095, 0.128], [0.015, -0.054, -0.003], [-0.043, 0.017, 0.053], [0.069, -0.128, 0.144], [0.145, -0.317, -0.009], [-0.217, 0.271, 0.138], [-0.046, 0.244, 0.386], [0.273, -0.474, -0.374], [0.022, -0.541, 0.371], [-0.037, 0.230, -0.445], [-0.079, 0.198, -0.087], [-0.042, 0.030, 0.030], [0.018, 0.059, -0.031], [-0.045, 0.205, 0.088], [-0.283, 0.000, -0.010], [-0.019, 0.136, -0.021], [0.263, -0.613, -0.313], [-0.537, 0.615, 0.254], [-0.577, -0.248, 0.205], [0.501, 0.301, -0.020], [0.205, 0.062, -0.056], [0.062, -0.046, 0.002], [0.057, 0.025, -0.037], [0.172, -0.119, -0.111], [-0.011, -0.301, 0.071], [0.055, 0.560, -0.126], [0.028, -0.162, -0.486], [-0.177, -0.150, 0.600], [0.083, -0.665, 0.016], [0.004, 0.250, 0.188], [0.044, 0.204, -0.057], [0.037, 0.009, -0.052], [-0.025, 0.056, 0.015], [0.006, 0.114, -0.183], [0.121, -0.250, -0.053], [-0.223, 0.405, 0.066], [-0.375, 0.071, -0.123], [0.419, -0.328, 0.142], [-0.134, -0.687, -0.403], [0.334, 0.301, 0.273], [0.006, 0.209, 0.066], [-0.042, 0.036, -0.030], [0.016, 0.062, 0.051], [-0.161, 0.200, -0.008]]}